Record 1
# C4H9NO

One molecule with the formula C4H9NO at a distorted geometry (ωB97M-V/def2-TZVPD, the Open Molecules 2025 dataset).

Summary:
Energy above the lowest of the compared OMol25 structures with the same formula, charge and spin in eV: 1.906
HOMO-LUMO gap in eV: 9.81
SMILES string: O[C@H]1CCNC1
HOMO in eV: -9.031

Each line ends with the natural charge from an NBO analysis.
Positions of all 15 atoms, in Å:
O -1.0712 -0.5134 -1.4830  -0.7126
C -0.8240 0.2977 -0.4267  0.0722
C -0.7077 -0.4345 0.8899  -0.4445
C 0.9111 -0.7149 1.0112  -0.2340
N 1.4691 0.0234 -0.1262  -0.6188
C 0.4960 1.0419 -0.5191  -0.2535
H -1.2990 0.0651 -2.2741  0.4726
H -1.7094 0.9885 -0.2942  0.1502
H -0.9558 0.2915 1.6264  0.2080
H -1.2831 -1.3751 0.9775  0.2237
H 1.0696 -1.8211 0.9748  0.2000
H 1.3091 -0.4430 2.0758  0.1872
H 1.3866 -0.6699 -0.9298  0.3545
H 0.5814 1.3309 -1.6128  0.1941
H 0.6274 1.9328 0.1102  0.2009

Record 2
# C4H13NO

A 2-piece molecular cluster, C4H13NO overall at a distorted geometry (ωB97M-V/def2-TZVPD, the Open Molecules 2025 dataset).

Summary:
Energy above the lowest of the compared OMol25 structures with the same formula, charge and spin in eV: 2.213
HOMO-LUMO gap in eV: 10.53
SMILES string: CCOCC.N
HOMO in eV: -9.447

Each line ends with the natural charge from an NBO analysis.
Positions of all 19 atoms, in Å:
C -2.0236 -1.3437 0.8124  -0.6593
C -1.6221 -2.1497 -0.4833  -0.0640
O -0.4155 -1.7129 -1.1970  -0.5692
C -0.0440 -0.2384 -1.2737  -0.0618
C -1.2040 0.5672 -1.7847  -0.6463
H -1.0153 -0.9005 1.0761  0.2208
H -2.7279 -0.5262 0.5592  0.2049
H -2.4395 -2.2103 1.3458  0.2271
H -2.5176 -2.3897 -1.0984  0.1621
H -1.3785 -3.1412 -0.1371  0.1762
H 0.8988 -0.3229 -1.7700  0.2093
H 0.0792 0.1901 -0.2079  0.1552
H -1.1115 1.6505 -1.5904  0.2210
H -2.1324 0.2950 -1.3327  0.2165
H -1.4547 0.2666 -2.9168  0.2074
N 4.5603 4.0322 3.1338  -1.0649
H 4.1660 3.3023 3.7542  0.3585
H 5.3061 3.5000 2.7049  0.3475
H 5.0916 4.7525 3.6284  0.3589

Record 3
# C18H48AsF6O18S6

C18H48AsF6O18S6 as an isolated structure at a distorted geometry (ωB97M-V/def2-TZVPD, the Open Molecules 2025 dataset).

Summary:
<S²>: 0.76
Energy above the lowest of the compared OMol25 structures with the same formula, charge and spin in eV: 0.716
Spin multiplicity: 2
HOMO-LUMO gap (spin up / spin down) in eV: 9.27 / 1.87
HOMO (spin up / spin down) in eV: -10.307 / -10.307

Each line ends with the Löwdin spin population.
Positions of all 97 atoms, in Å:
As 0.1634 0.3763 0.5810  0.0000
F 0.1494 1.2090 -1.0360  0.0000
F -0.2448 -1.1032 -0.3188  0.0002
F 0.1952 -0.5614 2.1411  0.0013
F 0.8075 1.7952 1.4019  0.0000
F -1.5124 0.8382 0.9338  0.0001
F 1.9030 -0.0746 0.3293  0.0001
O 0.4623 0.2461 -8.0257  0.0000
S -0.4824 -0.3794 -7.1095  0.0000
O -0.3527 -1.8377 -6.8927  0.0000
O -0.3544 0.2786 -5.6218  0.0000
C -1.1337 -0.3071 -4.5689  0.0000
C -1.8157 0.7424 -3.7338  0.0000
C -2.2106 0.0679 -7.4700  0.0000
H -0.3974 -0.8220 -3.9517  0.0000
H -1.6921 -1.0640 -5.1196  0.0000
H -1.1090 1.4371 -3.2799  0.0000
H -2.4530 0.2827 -2.9785  0.0000
H -2.4267 1.2359 -4.4896  0.0000
H -2.4637 0.0617 -8.5301  0.0000
H -2.1814 1.1094 -7.1498  0.0000
H -2.9503 -0.4286 -6.8420  0.0000
O 7.1087 3.7030 -0.3031  0.0000
S 6.0546 2.8265 0.2391  0.0000
O 6.4079 1.4335 0.5140  0.0000
O 5.5014 3.4823 1.7058  0.0000
C 5.2758 2.6199 2.8677  0.0000
C 6.4025 2.8945 3.8547  0.0000
C 4.4398 2.8810 -0.7613  0.0000
H 5.1474 1.5613 2.6418  0.0000
H 4.2718 2.8585 3.2187  0.0000
H 6.2777 2.6328 4.9054  0.0000
H 6.7838 3.9096 3.7438  0.0000
H 7.2174 2.2492 3.5265  0.0000
H 4.6523 2.4542 -1.7415  0.0000
H 4.1032 3.9177 -0.7727  0.0000
H 3.7621 2.2006 -0.2457  0.0000
O -3.6214 6.2316 -1.8977  0.0000
S -3.0148 4.9322 -1.5654  0.0000
O -3.0895 3.8175 -2.4663  0.0000
O -1.4431 5.3279 -1.1743  0.0000
C -0.5149 4.2673 -1.1694  0.0000
C 0.4596 4.5787 0.0051  0.0000
C -3.5922 4.4068 0.1017  0.0000
H -0.0066 4.1068 -2.1202  0.0000
H -1.0204 3.3843 -0.7785  0.0000
H 1.3498 3.9503 -0.0238  0.0000
H 0.1020 4.3009 0.9966  0.0000
H 0.6924 5.6367 0.1255  0.0000
H -3.1196 3.4965 0.4706  0.0000
H -4.6386 4.1505 -0.0646  0.0000
H -3.4491 5.2228 0.8100  0.0000
O 6.2846 0.4908 -5.5800  0.0000
S 6.1772 1.0564 -4.2433  0.0000
O 6.3894 2.4923 -3.9650  0.0000
O 4.7025 0.7183 -3.4529  0.0000
C 3.8387 -0.3004 -3.9102  0.0000
C 2.9203 -0.4373 -2.6692  0.0000
C 7.3642 0.1816 -3.2299  0.0000
H 4.5040 -1.1541 -4.0395  0.0000
H 3.2127 -0.1516 -4.7900  0.0000
H 3.4923 -0.2651 -1.7575  0.0000
H 2.5175 -1.4467 -2.7525  0.0000
H 2.0860 0.2617 -2.6109  0.0000
H 7.1391 0.6232 -2.2592  0.0000
H 8.3797 0.4919 -3.4764  0.0000
H 7.3075 -0.9044 -3.3047  0.0000
O -5.2235 -2.1411 7.2674  0.0026
S -4.9467 -3.1595 6.2296  -0.0001
O -5.9169 -3.5337 5.2531  0.0060
O -3.5166 -2.7188 5.3907  0.0025
C -2.3322 -2.2615 6.0101  0.0003
C -1.1448 -2.1764 5.0897  0.0041
C -4.3315 -4.6535 7.0486  -0.0001
H -2.0748 -2.8600 6.8840  0.0001
H -2.6642 -1.2873 6.3688  0.0001
H -0.9588 -2.9718 4.3681  0.0013
H -0.2001 -2.1635 5.6332  0.0007
H -1.1921 -1.2525 4.5133  0.0003
H -3.7624 -5.1995 6.2961  0.0000
H -5.2774 -5.1197 7.3245  0.0000
H -3.7968 -4.4422 7.9747  0.0000
O -3.2471 -3.8499 -0.2885  0.1272
S -3.8491 -3.7150 1.0352  0.0459
O -5.1536 -3.1776 1.1307  0.1142
O -3.9720 -5.1742 1.8253  0.3083
C -5.1808 -5.4784 2.5164  0.0862
C -6.2577 -6.0336 1.6025  0.0669
C -2.5985 -2.9094 2.2277  0.1433
H -5.6119 -4.6451 3.0713  0.0470
H -4.9678 -6.1426 3.3540  0.0052
H -7.1577 -6.4638 2.0418  0.0043
H -5.6650 -6.8302 1.1529  0.0116
H -6.4317 -5.4234 0.7162  0.0053
H -2.1129 -2.1929 1.5651  0.0080
H -1.8970 -3.6859 2.5329  0.0010
H -3.2748 -2.5317 2.9945  0.0059

Record 4
# C5H9NO

One molecule with the formula C5H9NO at a distorted geometry (ωB97M-V/def2-TZVPD, the Open Molecules 2025 dataset).

Summary:
Energy above the lowest of the compared OMol25 structures with the same formula, charge and spin in eV: 3.229
HOMO-LUMO gap in eV: 10.51
SMILES string: [H]/N=C(\C)C[C@H]1CO1
HOMO in eV: -9.488

Each line ends with the natural charge from an NBO analysis.
Positions of all 16 atoms, in Å:
H 2.0428 0.2340 1.2335  0.3358
N 1.1176 -0.1543 1.0966  -0.6627
C 0.8869 -0.4026 -0.1329  0.3401
C 1.8738 -0.4182 -1.2563  -0.6913
C -0.5485 -0.7488 -0.3640  -0.5227
C -1.5069 0.3498 0.1662  0.0576
C -1.6132 0.7992 1.5571  -0.1112
O -0.9524 1.5946 0.5880  -0.4911
H 1.5138 -0.9712 -2.1301  0.2226
H 2.8231 -0.8533 -0.9321  0.2270
H 2.0308 0.6219 -1.5464  0.2416
H -0.2744 -1.7264 0.1274  0.2645
H -0.9049 -1.0713 -1.3401  0.2174
H -2.3803 0.5254 -0.4689  0.1863
H -2.5521 1.2135 1.9295  0.1752
H -0.9495 0.3303 2.2783  0.2110

Question: Which of these has the highest energy above the lowest of the compared OMol25 structures with the same formula, charge and spin?
Answer: C5H9NO

Question: Which formula does entry 4 have?
Answer: C5H9NO

Question: Which of these has the lowest energy above the lowest of the compared OMol25 structures with the same formula, charge and spin?
Answer: C18H48AsF6O18S6

Question: Number 2 is which compound?
Answer: C4H13NO